Below is 10 unconnected molecules or ions with the total composition C5H30NO10S at a distorted geometry, with properties calculated with ωB97M-V/def2-TZVPD.

Last column: Löwdin charge in e.
Atoms and positions in Å:
S (-0.223, -0.863, 3.351)  1.142
O (-0.677, -0.034, -3.563)  -0.073
O (-0.785, -3.466, 0.495)  -0.092
O (-2.731, 1.521, 0.750)  -0.053
O (-0.135, 1.555, 3.184)  -0.147
O (0.098, 3.044, 0.878)  -0.070
O (-2.528, -1.244, 0.836)  -0.057
O (-0.530, -2.206, -1.877)  -0.121
O (-1.077, 0.113, -0.983)  -0.351
O (1.466, 1.184, -2.744)  -0.077
O (-0.546, 2.692, -1.734)  -0.073
N (1.353, 0.802, -0.490)  -0.083
C (0.773, -1.746, 0.900)  -0.251
C (1.975, 0.351, -1.754)  -0.242
C (2.142, -1.027, 0.997)  -0.153
C (2.066, 0.488, 0.735)  -0.218
C (-0.408, -1.073, 1.555)  -0.469
H (0.198, 2.560, -2.342)  0.046
H (1.135, 1.791, -0.553)  0.082
H (-2.195, 1.070, 0.067)  -0.006
H (0.927, -2.773, 1.276)  0.130
H (-1.374, -2.899, 0.997)  0.005
H (2.576, -1.168, 2.012)  0.119
H (0.870, 2.474, 0.829)  0.003
H (-0.686, -3.172, -0.432)  0.021
H (-2.030, -0.824, 0.082)  0.037
H (-1.308, -1.694, 1.395)  0.023
H (3.077, 0.464, -1.768)  0.139
H (-0.877, -1.292, -1.467)  0.028
H (-0.598, -0.096, 1.110)  0.069
H (0.712, 0.680, -3.186)  0.049
H (1.496, 0.947, 1.566)  0.089
H (-0.923, 1.794, -1.520)  0.022
H (-1.364, -0.157, 3.547)  -0.024
H (0.509, -1.899, -0.148)  0.069
H (-0.666, -1.002, -3.570)  0.047
H (3.095, 0.924, 0.738)  0.134
H (-0.136, 2.254, 2.507)  0.024
H (1.671, -0.688, -1.909)  0.109
H (-0.280, 3.071, -0.048)  0.038
H (2.813, -1.453, 0.243)  0.113
H (-0.981, 0.163, -2.616)  0.021
H (-0.822, 0.934, 2.884)  -0.082
H (0.420, -2.060, -1.812)  0.024
H (-2.200, 2.291, 0.959)  0.025
H (-3.083, -0.549, 1.193)  0.078
H (-0.211, 0.221, -0.573)  -0.043

Output
- E_LUMO (alpha / beta) (eV) = -0.355 / -4.329
- total charge = 0
- gap between HOMO and LUMO (alpha / beta) (eV) = 9.44 / 5.46
- relative energy (zero: lowest compared OMol25 entry of this formula, charge and spin) (kcal/mol) = 98.9
- calculated total energy (eV) = -38466.0971
- spin multiplicity = 2
- highest occupied orbital energy (alpha / beta) (eV) = -9.794 / -9.786

Below is 11 unconnected molecules or ions with the total composition C5H31N2O11 at a distorted geometry, with properties calculated with ωB97M-V/def2-TZVPD.

Last column: Löwdin charge in e.
Atoms and positions in Å:
O (-2.471, -2.759, 2.107)  -0.052
O (3.790, -2.228, 0.882)  -0.123
O (-3.910, 0.455, 1.583)  -0.133
O (0.762, 1.450, 3.983)  -0.096
O (-1.700, -1.887, -3.275)  -0.210
O (-2.119, 1.078, -3.604)  -0.077
O (1.726, -1.518, -0.567)  -0.312
O (-1.620, -2.001, -0.533)  -0.098
O (-1.484, -0.046, 2.561)  -0.086
O (0.549, -1.429, 1.530)  -0.174
O (0.801, -2.366, -2.791)  -0.070
N (-0.101, 0.312, -1.433)  0.078
N (0.847, 3.637, 1.338)  -0.046
C (-0.392, 4.028, 1.274)  -0.058
C (2.313, -0.348, -1.063)  -0.293
C (1.490, 3.029, 0.153)  -0.240
C (1.462, 1.526, 0.319)  -0.158
C (1.306, 0.864, -1.093)  -0.278
H (0.063, 1.198, 3.338)  -0.001
H (-2.325, -2.533, 1.137)  0.033
H (-0.629, -2.013, -3.289)  0.034
H (1.027, -1.515, 0.563)  -0.035
H (1.397, 1.805, 3.337)  0.015
H (-3.042, 0.585, 2.034)  -0.013
H (2.428, 1.153, 0.713)  0.115
H (2.463, 3.480, 0.249)  0.101
H (-1.283, -0.243, 1.615)  0.049
H (-1.584, 1.120, -2.766)  0.026
H (1.027, 3.132, -0.868)  0.112
H (-1.798, -0.911, -3.736)  0.098
H (3.090, -2.145, 0.130)  0.025
H (1.769, 1.478, -1.935)  0.140
H (0.774, 1.022, 0.937)  0.073
H (-0.955, 4.012, 0.311)  0.074
H (0.510, -3.219, -2.466)  0.070
H (-1.556, -1.961, -1.607)  0.066
H (3.325, -2.244, 1.703)  -0.009
H (-0.659, -0.029, -0.733)  0.001
H (-3.028, 1.124, -3.416)  0.008
H (0.504, -2.417, 1.722)  0.064
H (2.655, -0.421, -2.096)  0.101
H (-4.088, 1.141, 0.834)  0.077
H (-0.881, 4.228, 2.268)  0.075
H (-2.698, -1.921, 2.355)  -0.064
H (-0.807, -2.319, -0.260)  -0.035
H (-1.373, -0.869, 3.046)  0.056
H (0.089, -0.498, -2.088)  0.060
H (3.242, -0.116, -0.437)  0.121
H (1.096, -1.898, -1.966)  -0.011

Output
- E_LUMO (eV) = 2.589
- total charge = -1
- gap between HOMO and LUMO (eV) = 8.78
- relative energy (zero: lowest compared OMol25 entry of this formula, charge and spin) (kcal/mol) = 69.0
- calculated total energy (eV) = -31190.4734
- spin multiplicity = 1
- highest occupied orbital energy (eV) = -6.189

Below is 9 unconnected molecules or ions with the total composition C5H31N2O9 at a distorted geometry, with properties calculated with ωB97M-V/def2-TZVPD.

Last column: Löwdin charge in e.
Atoms and positions in Å:
O (2.217, 1.176, -1.876)  -0.039
O (0.176, -2.359, 2.709)  -0.071
O (2.458, -1.049, 3.512)  -0.030
O (1.158, 2.273, 1.558)  -0.078
O (2.040, -2.906, -0.537)  -0.050
O (0.936, -1.906, -3.277)  -0.043
O (2.806, -0.279, 0.437)  -0.051
O (-1.595, -2.364, 0.540)  -0.043
O (0.446, 4.047, -0.978)  -0.038
N (-1.181, 1.458, 0.210)  -0.059
N (-0.581, -0.607, -1.319)  0.189
C (-1.790, 0.136, -1.704)  -0.323
C (-2.962, -0.750, -2.209)  -0.024
C (-1.187, 1.776, 1.627)  -0.198
C (0.178, 1.458, 2.230)  -0.217
C (-2.329, 0.918, -0.474)  -0.164
H (1.325, -3.546, -0.501)  0.044
H (1.296, 4.298, -0.594)  0.057
H (1.421, -2.650, -2.902)  0.049
H (-3.404, -1.262, -1.361)  0.072
H (-1.480, 2.811, 1.858)  0.124
H (-2.606, -1.452, -2.964)  0.084
H (-1.583, 0.858, -2.491)  0.153
H (-3.691, -0.172, -2.777)  0.093
H (-2.469, -1.993, 0.674)  0.047
H (0.351, 0.385, 2.122)  0.097
H (-3.138, 1.564, -0.813)  0.132
H (0.613, -2.133, -4.160)  0.073
H (2.495, 1.489, -2.737)  0.064
H (-1.156, -2.484, 1.398)  0.018
H (-1.963, 1.221, 2.171)  0.129
H (-0.191, -1.147, -2.114)  0.102
H (2.498, -0.142, 3.200)  0.037
H (3.171, -1.530, 3.072)  0.077
H (0.106, 0.136, -1.191)  0.113
H (-0.696, -1.220, -0.478)  0.116
H (2.129, 0.384, 0.630)  0.004
H (-2.804, 0.182, 0.181)  0.109
H (1.711, 1.914, -1.496)  0.029
H (1.872, -2.051, -0.127)  -0.010
H (-0.075, 4.069, -0.180)  0.020
H (-0.087, -2.924, 3.440)  0.060
H (3.150, -0.100, -0.444)  0.037
H (1.042, -1.925, 2.898)  0.008
H (0.106, 1.816, 3.263)  0.132
H (-0.611, 2.184, -0.205)  0.079
H (1.877, 2.400, 2.176)  0.092

Output
- E_LUMO (eV) = -2.384
- total charge = +1
- gap between HOMO and LUMO (eV) = 10.03
- relative energy (zero: lowest compared OMol25 entry of this formula, charge and spin) (kcal/mol) = 39.9
- calculated total energy (eV) = -27090.8226
- spin multiplicity = 1
- highest occupied orbital energy (eV) = -12.410

Below is 10 unconnected molecules or ions with the total composition C5H31NO10 at a distorted geometry, with properties calculated with ωB97M-V/def2-TZVPD.

Last column: Löwdin charge in e.
Atoms and positions in Å:
O (-0.509, -2.380, -2.640)  -0.075
O (2.804, 1.766, -3.190)  -0.092
O (-3.387, 1.265, -0.199)  -0.088
O (0.348, 2.197, -2.499)  -0.067
O (-3.315, -1.233, 2.063)  -0.139
O (-2.491, -2.909, 0.069)  -0.118
O (-1.796, -2.169, 4.099)  -0.272
O (3.718, -0.676, -2.148)  -0.081
O (1.841, -2.229, -0.691)  -0.123
O (-1.278, 0.042, -2.277)  -0.074
N (-1.317, 2.499, 1.821)  0.009
C (2.206, -1.336, 0.388)  -0.263
C (-0.007, 2.086, 2.269)  -0.321
C (0.982, -0.561, 0.874)  -0.197
C (1.112, 1.983, 1.192)  -0.195
C (0.871, 0.820, 0.230)  -0.231
H (-1.679, -3.253, 0.467)  0.013
H (0.384, 2.709, 3.074)  0.089
H (0.391, -2.351, -2.279)  0.026
H (-1.047, -2.804, 4.070)  -0.039
H (-0.758, -0.662, -1.831)  0.036
H (0.004, 1.100, 2.739)  0.070
H (1.844, 1.930, -2.967)  -0.006
H (1.613, 0.814, -0.597)  0.096
H (-0.078, 0.849, -0.323)  0.074
H (-2.714, -1.599, 2.750)  -0.024
H (-0.423, 1.585, -2.453)  0.029
H (4.623, -0.376, -2.296)  0.051
H (-1.070, -2.504, -1.853)  0.026
H (0.972, -0.595, 1.989)  0.080
H (-3.421, -0.295, 1.892)  0.004
H (-1.815, 1.743, 1.373)  0.017
H (-4.227, 0.960, 0.193)  0.042
H (2.593, -1.873, 1.270)  0.097
H (2.550, -2.131, -1.363)  0.058
H (0.075, -1.123, 0.599)  0.093
H (-2.802, -2.160, 0.618)  -0.025
H (1.330, 2.846, 0.570)  0.089
H (2.063, 1.786, 1.728)  0.111
H (-1.515, -0.331, -3.129)  0.061
H (-1.333, 3.319, 1.234)  0.057
H (3.287, 0.195, -2.305)  0.014
H (0.105, 2.958, -1.959)  0.071
H (3.016, -0.758, -0.049)  0.088
H (-3.184, 0.514, -0.784)  0.023
H (-1.362, -1.349, 4.408)  -0.036
H (2.795, 1.689, -4.148)  0.045

Output
- E_LUMO (alpha / beta) (eV) = 2.344 / 2.321
- total charge = -1
- gap between HOMO and LUMO (alpha / beta) (eV) = 2.09 / 8.62
- relative energy (zero: lowest compared OMol25 entry of this formula, charge and spin) (kcal/mol) = 0.0
- calculated total energy (eV) = -27653.0243
- spin multiplicity = 2
- highest occupied orbital energy (alpha / beta) (eV) = 0.257 / -6.296

Below is 10 unconnected molecules or ions with the total composition C5H31NO10 at a distorted geometry, with properties calculated with ωB97M-V/def2-TZVPD.

Last column: Löwdin charge in e.
Atoms and positions in Å:
O (-0.543, 0.863, -4.716)  -0.020
O (2.958, 0.322, 1.625)  0.013
O (0.016, -2.340, 0.203)  -0.124
O (-1.397, 3.276, 2.794)  0.013
O (-2.322, -1.257, -4.035)  0.023
O (-2.044, -2.062, -1.495)  -0.056
O (2.466, -1.617, -0.107)  -0.138
O (-0.597, -1.163, 2.569)  -0.023
O (1.952, -0.706, 3.922)  -0.054
O (0.623, 1.270, 2.387)  -0.079
N (-0.910, 1.043, -0.782)  0.019
C (0.861, -0.417, -1.670)  -0.122
C (-1.956, 0.744, 0.154)  -0.028
C (2.259, -1.088, -1.443)  -0.158
C (-0.859, 2.531, -0.815)  0.003
C (0.379, 0.402, -0.460)  -0.168
H (0.931, -1.878, 0.034)  0.033
H (0.944, 0.384, -2.453)  0.123
H (-0.628, -1.700, 1.724)  0.057
H (1.105, 1.150, -0.121)  0.142
H (2.150, 0.714, 1.822)  -0.050
H (1.312, -1.200, 3.332)  0.052
H (0.219, -0.246, 0.387)  0.071
H (-0.312, 1.103, -3.806)  -0.001
H (-2.324, -0.266, -0.054)  0.098
H (-1.165, 2.610, 3.398)  0.005
H (-0.998, 3.154, 0.098)  0.119
H (0.243, 0.397, 2.284)  -0.025
H (-1.010, 0.083, -4.598)  -0.052
H (2.566, -1.374, 4.215)  0.059
H (2.408, -2.034, -2.026)  0.153
H (-2.879, -0.673, -4.294)  -0.060
H (0.198, 2.862, -1.145)  0.145
H (0.070, -1.199, -1.904)  0.116
H (-2.308, -1.305, -3.057)  0.013
H (2.933, -0.205, -1.603)  0.144
H (-1.205, -1.927, -1.000)  -0.005
H (-0.810, 3.108, 2.130)  -0.065
H (1.000, 1.196, 3.333)  0.125
H (-1.578, 2.989, -1.410)  0.088
H (-1.454, -0.920, 2.724)  0.022
H (-1.613, 0.596, 1.211)  0.105
H (3.360, 0.220, 2.449)  0.040
H (2.761, -0.944, 0.638)  0.096
H (-2.801, 1.555, 0.247)  0.166
H (0.393, -3.240, 0.351)  0.125
H (-2.393, -2.811, -1.036)  0.064

Output
- E_LUMO (alpha / beta) (eV) = -2.907 / -7.882
- total charge = +1
- gap between HOMO and LUMO (alpha / beta) (eV) = 10.87 / 5.89
- relative energy (zero: lowest compared OMol25 entry of this formula, charge and spin) (kcal/mol) = 84.0
- calculated total energy (eV) = -27642.5626
- spin multiplicity = 2
- highest occupied orbital energy (alpha / beta) (eV) = -13.778 / -13.775

Below is 11 unconnected molecules or ions with the total composition C5H31NO11 at a distorted geometry, with properties calculated with ωB97M-V/def2-TZVPD.

Last column: Löwdin charge in e.
Atoms and positions in Å:
O (-3.619, -1.577, 1.403)  -0.072
O (3.239, -3.359, 0.672)  0.022
O (-4.156, 0.892, -0.468)  -0.080
O (0.420, 2.876, 1.874)  -0.116
O (-2.620, 1.935, 1.640)  -0.102
O (-2.169, -0.474, -1.534)  -0.073
O (-0.400, 1.937, -2.406)  -0.068
O (3.462, 0.687, 0.605)  -0.093
O (1.806, 0.852, 2.748)  -0.231
O (-0.931, -0.180, 1.830)  -0.114
O (-1.460, 3.809, 0.009)  -0.079
N (1.880, -1.662, 1.244)  0.144
C (0.149, -1.775, -2.799)  -0.070
C (1.645, -2.798, -0.985)  -0.090
C (1.094, -1.479, -1.570)  -0.400
C (2.184, -0.507, -2.058)  -0.058
C (2.234, -2.710, 0.426)  -0.519
H (2.366, -0.781, -3.098)  0.070
H (-0.622, 2.557, -1.696)  0.002
H (2.448, -3.092, -1.670)  0.125
H (-0.572, -0.935, -2.833)  0.045
H (-0.431, -2.696, -2.892)  0.077
H (-4.373, -1.129, 1.004)  0.020
H (-0.856, 1.104, -2.265)  -0.021
H (-0.562, -0.256, 0.942)  -0.004
H (1.847, 1.123, 3.680)  0.011
H (-3.761, 1.474, 0.206)  0.007
H (2.584, 0.277, 2.752)  0.012
H (0.825, -3.526, -0.972)  0.119
H (1.858, 0.530, -1.932)  0.074
H (-0.360, 0.199, 2.524)  0.025
H (2.076, -1.882, 2.213)  0.093
H (3.128, -0.655, -1.532)  0.057
H (-1.668, 2.981, 0.441)  -0.031
H (-3.056, -0.750, -1.294)  0.034
H (2.604, 0.398, 0.919)  -0.035
H (-2.237, 1.040, 1.727)  0.000
H (0.779, -1.601, -3.677)  0.060
H (-2.466, 2.289, 2.524)  0.064
H (4.140, 0.169, 0.186)  0.026
H (1.160, 2.573, 2.411)  -0.010
H (1.014, -1.177, 1.093)  0.032
H (-3.810, 1.287, -1.274)  0.039
H (0.433, -1.099, -0.808)  0.062
H (-0.938, 4.488, 0.429)  0.031
H (0.516, 2.332, 1.083)  0.002
H (-1.658, -0.780, -0.776)  0.015
H (-3.165, -0.930, 1.953)  -0.001

Output
- E_LUMO (alpha / beta) (eV) = 2.710 / 2.600
- total charge = -1
- gap between HOMO and LUMO (alpha / beta) (eV) = 3.19 / 9.87
- relative energy (zero: lowest compared OMol25 entry of this formula, charge and spin) (kcal/mol) = 0.0
- calculated total energy (eV) = -29700.5549
- spin multiplicity = 2
- highest occupied orbital energy (alpha / beta) (eV) = -0.478 / -7.272